61
Properties=species:S:1:pos:R:3 method="wB97M-V/def2-TZVPD" homo_lumo_gap_ha=0.322 largest_force_ev_per_a=0.626 lumo_energy_ev=0.33 total_energy_ev=-105100.315 mol_weight_g_mol=793.41
Sb 0.571 -1.824 0.959
Ag -0.383 -1.431 -1.735
Cl -2.267 0.274 -6.867
Cl -0.238 0.324 -4.506
Cl -2.538 -4.105 -2.431
Cl -4.514 -4.205 -4.854
Cl -4.407 -1.996 -7.049
N -0.943 0.702 -0.951
C -1.767 3.947 -0.284
C -0.829 3.300 -1.315
C -1.468 -0.938 -4.561
C 3.009 -2.532 2.770
C -1.517 1.347 3.286
C -1.918 -1.306 2.594
C 1.554 -3.949 4.669
C -3.347 -2.939 -4.742
C 3.937 1.451 -0.615
C 3.651 -3.083 3.875
C -1.504 -1.879 -3.542
C 0.911 -3.399 3.568
C -0.772 -0.649 2.143
C -0.886 1.833 -1.121
C -2.849 -0.650 3.393
C -2.344 -0.945 -5.644
C -2.453 -2.874 -3.676
C -2.647 0.678 3.743
C -3.297 -1.957 -5.730
C 1.632 -2.676 2.615
C -0.587 0.690 2.489
C 2.607 0.579 1.197
C -1.284 3.633 -2.743
C 2.926 -3.789 4.826
C 0.619 3.754 -1.089
C 3.414 0.485 -1.462
C 3.542 1.488 0.719
C 2.046 -0.383 0.349
C 2.487 -0.434 -0.977
H 3.592 -1.993 2.032
H -0.633 3.168 -3.484
H 0.667 4.841 -1.180
H -2.103 -2.340 2.313
H -1.435 3.737 0.735
H 4.664 2.163 -0.986
H -1.359 2.387 3.555
H -1.768 5.028 -0.440
H 0.983 -4.504 5.405
H 3.730 0.435 -2.496
H 0.277 1.234 2.131
H 3.428 -4.217 5.685
H -3.734 -1.174 3.734
H 1.289 3.309 -1.826
H 3.971 2.224 1.391
H 2.138 -1.209 -1.647
H 4.722 -2.957 3.991
H -1.253 4.717 -2.877
H -2.303 3.287 -2.921
H -0.162 -3.529 3.465
H -3.369 1.191 4.367
H 0.969 3.471 -0.094
H -2.788 3.577 -0.396
H 2.330 0.610 2.244

108
Properties=species:S:1:pos:R:3 method="wB97M-V/def2-TZVPD" homo_lumo_gap_ha=0.270 largest_force_ev_per_a=1.814 smiles="CCCCCCCCCCCCCCc1c(CB(O)O)ccc2c1C(=O)C(CCCN)=CC2=O.c1cc[nH]c1.c1cc[nH]c1.c1cc[nH]c1" lumo_energy_ev=-0.80 total_energy_ev=-57265.385 mol_weight_g_mol=670.75
O 3.971 4.539 -0.394
O -1.046 1.302 -0.016
O 4.643 1.805 3.794
O -2.883 1.490 1.501
N 7.210 -0.412 -2.207
N 2.434 -4.094 4.927
N -0.631 -4.954 -5.496
N -5.610 2.358 2.501
C -3.662 -1.585 -1.885
C -0.777 4.090 -2.185
C 5.471 1.396 -1.800
C 0.350 -5.783 -5.026
C 4.337 2.036 2.635
C 1.923 2.049 3.132
C -1.266 -5.597 -3.476
C 5.983 2.445 -0.801
C 3.302 -3.145 4.456
C 3.866 3.548 0.310
C 1.183 -4.577 1.001
C 4.467 -4.761 5.496
C 4.571 -3.529 4.796
C -2.229 -1.745 -1.338
C -4.460 0.877 -1.440
C 0.639 2.407 2.806
C -0.599 -3.152 -0.088
C -4.544 -0.630 -1.065
C -2.085 -2.756 -0.185
C 0.559 3.536 -1.631
C -3.016 2.772 -2.374
C -6.781 1.749 2.146
C 6.641 0.849 -2.666
C -1.120 3.414 1.432
C -3.401 1.264 -2.493
C 1.076 4.372 -0.419
C 1.372 3.560 0.822
C -7.799 2.355 2.836
C -5.867 3.351 3.404
C 2.921 2.451 2.294
C 3.138 -5.084 5.558
C 2.672 3.196 1.156
C 5.276 1.900 1.488
C -0.300 -4.118 1.060
C -0.013 -6.197 -3.772
C 5.041 2.598 0.381
C 0.364 3.139 1.679
C -1.622 -4.838 -4.559
C -1.604 3.039 -2.975
C -7.218 3.373 3.636
B -1.739 2.020 0.959
H -0.173 2.086 3.454
H 1.315 -5.601 1.363
H -1.782 3.443 -3.978
H 5.276 -5.343 5.906
H -4.345 -0.825 -0.002
H -0.530 4.911 -2.867
H -2.318 -2.312 0.790
H 1.299 3.667 -2.430
H -4.315 1.498 -0.549
H -8.844 2.097 2.773
H 1.904 5.004 -0.723
H -1.393 4.522 -1.391
H 0.512 2.466 -1.429
H 6.335 0.738 -3.709
H 1.219 -6.006 -5.621
H 4.993 0.546 -1.303
H 6.137 3.425 -1.262
H -3.597 -1.344 -2.950
H 2.115 1.449 4.012
H 1.849 -3.930 1.581
H 7.404 -0.407 -1.212
H 2.634 -5.928 5.996
H -2.703 -3.640 -0.374
H -2.467 0.704 -2.432
H -1.451 1.427 -0.885
H 6.946 2.130 -0.384
H -1.281 4.194 0.688
H 4.725 1.872 -2.448
H -0.893 -5.036 1.020
H -0.235 -3.566 -1.036
H -1.551 3.674 2.404
H -3.770 3.391 -2.864
H -3.878 1.177 -3.474
H -2.849 0.543 1.289
H -0.405 -3.609 2.023
H -0.625 -4.500 -6.390
H 2.942 -2.282 3.923
H -5.069 3.954 3.804
H -4.698 2.112 2.149
H 6.099 1.200 1.603
H 7.444 1.596 -2.651
H -1.027 2.118 -3.113
H -1.841 -5.710 -2.571
H -5.443 1.170 -1.823
H -0.003 -2.249 0.108
H -1.555 -2.056 -2.146
H -6.790 0.939 1.435
H 5.475 -2.988 4.569
H 0.270 5.068 -0.155
H -2.490 -4.227 -4.743
H 0.555 -6.857 -3.138
H -7.731 4.045 4.303
H -5.580 -0.952 -1.220
H -1.833 -0.790 -0.971
H 1.567 -4.573 -0.026
H 6.579 -1.185 -2.377
H 1.437 -4.068 4.825
H -4.125 -2.579 -1.831
H -2.986 3.084 -1.319

19
Properties=species:S:1:pos:R:3 method="wB97M-V/def2-TZVPD" homo_lumo_gap_ha=0.127 e_above_lowest_kcal_mol=195.1 largest_force_ev_per_a=1.965 lumo_energy_ev=-4.13 total_energy_ev=-9362.733 mol_weight_g_mol=104.15
O 2.448 0.947 0.917
N -1.992 -0.935 0.291
N 1.982 -0.970 -0.760
C -1.511 0.244 -0.092
C -2.285 1.377 -0.270
C -0.069 0.251 -0.509
C 0.596 -1.087 -0.475
H 0.316 -1.473 0.531
H 0.480 1.007 0.071
H 2.364 -0.165 -0.188
H 0.210 1.001 2.340
H 0.117 -1.760 -1.204
H -3.282 1.517 0.132
H -2.991 -0.780 0.476
H -1.876 2.274 -0.717
H 2.578 0.738 1.854
H -0.213 0.392 2.501
H 2.493 -1.826 -0.602
H -0.109 0.706 -1.514

42
Properties=species:S:1:pos:R:3 method="wB97M-V/def2-TZVPD" charge=-1 homo_lumo_gap_ha=0.244 largest_force_ev_per_a=0.450 lumo_energy_ev=2.28 total_energy_ev=-41833.639 mol_weight_g_mol=367.29
Al -0.521 -0.470 -5.514
F 1.747 -1.952 -4.620
F 0.990 -0.655 -2.994
F 2.161 1.446 -3.976
F -2.384 -0.137 -0.801
F 3.574 -0.191 -4.270
F 1.832 0.213 3.482
O -0.795 2.291 -4.421
C 2.346 0.290 -4.662
C 1.151 0.345 4.634
C -1.967 -1.911 0.673
C 0.630 -0.969 0.999
C 0.207 1.348 4.735
C 1.202 -0.689 -4.378
C -0.807 2.290 -3.019
C -1.083 -2.574 1.514
C 1.414 -0.530 5.669
C -0.496 1.475 5.924
C -0.250 0.612 6.984
C 0.704 -0.387 6.853
C -0.240 -0.299 0.151
C -1.559 1.219 -5.032
C 0.212 -2.105 1.679
C -1.525 -0.784 0.009
H 0.897 -2.625 2.337
H 0.031 2.004 3.895
H 0.118 1.855 -2.611
H 0.899 -1.062 7.676
H -2.981 -2.256 0.527
H 0.001 -0.381 -7.052
H -1.656 1.725 -2.614
H -1.419 -1.791 -5.237
H 2.157 -1.305 5.541
H 1.638 -0.602 1.120
H -1.411 -3.463 2.038
H 2.413 0.522 -5.729
H -0.803 0.717 7.908
H -2.433 0.984 -4.405
H -1.244 2.251 6.019
H 0.069 0.579 -0.401
H -1.944 1.644 -5.970
H -0.878 3.326 -2.661